{"formula": "C21H72O21", "method": "ωB97M-V/def2-TZVPD", "symbols": ["C", "O", "H", "H", "H", "H", "C", "O", "H", "H", "H", "H", "C", "O", "H", "H", "H", "H", "C", "O", "H", "H", "H", "H", "C", "O", "H", "H", "H", "H", "C", "O", "H", "H", "H", "H", "C", "O", "H", "H", "H", "H", "C", "O", "H", "H", "H", "H", "C", "O", "H", "H", "H", "H", "C", "C", "O", "O", "H", "H", "H", "H", "H", "H", "C", "C", "O", "O", "H", "H", "H", "H", "H", "H", "C", "C", "O", "O", "H", "H", "H", "H", "H", "H", "C", "C", "O", "O", "H", "H", "H", "H", "H", "H", "C", "C", "O", "O", "H", "H", "H", "H", "H", "H", "C", "C", "O", "O", "H", "H", "H", "H", "H", "H"], "positions_angstrom": [[-2.3909, 3.7787, -0.6927], [-2.7466, 3.5735, 0.6307], [-1.3582, 3.4819, -0.8756], [-2.8779, 3.1010, -1.3939], [-2.6778, 4.7861, -0.9944], [-1.9912, 3.7695, 1.1897], [0.9993, 3.3103, 2.5459], [-0.2833, 3.8315, 2.1449], [1.7310, 4.1084, 2.6712], [0.8233, 2.8229, 3.5048], [1.4605, 2.5649, 1.8980], [-0.0999, 4.6349, 1.6524], [-4.6096, -0.4666, 2.0314], [-5.2423, -1.7037, 1.9783], [-3.5787, -0.6028, 1.7044], [-5.0193, 0.3220, 1.4002], [-4.5799, -0.1009, 3.0577], [-6.1082, -1.4550, 2.3098], [2.4704, -1.4143, -2.7441], [2.7155, -2.7646, -2.9591], [2.8030, -0.8184, -3.5940], [1.4491, -1.1717, -2.4505], [3.0646, -1.0988, -1.8865], [2.5534, -3.0779, -3.8520], [-0.0886, -0.6415, -5.2300], [-0.9407, 0.3882, -4.7706], [0.8090, -0.8313, -4.6414], [-0.6126, -1.5943, -5.1545], [0.2891, -0.4969, -6.2421], [-0.4271, 0.9810, -4.2170], [1.1662, 5.4539, -0.5618], [0.4071, 6.0094, 0.5026], [1.1960, 4.3720, -0.4332], [0.7447, 5.6575, -1.5462], [2.1518, 5.9167, -0.5111], [0.3361, 6.9555, 0.3558], [2.7127, -0.2071, 3.0567], [3.2340, 0.0067, 1.7901], [3.5323, 0.1480, 3.6815], [1.7498, 0.2690, 3.2416], [2.5563, -1.2705, 3.2377], [2.5184, -0.1001, 1.1592], [-1.5630, -2.5516, 3.2880], [-0.3075, -2.1780, 3.7831], [-1.6594, -3.6330, 3.1911], [-2.3552, -2.1690, 3.9315], [-1.7360, -1.9175, 2.4185], [0.3852, -2.6831, 3.3510], [3.8504, 2.2511, -1.1710], [3.6638, 1.4644, -2.2856], [4.8347, 2.1204, -0.7213], [3.7506, 3.3100, -1.4097], [3.1229, 2.0465, -0.3856], [4.5089, 1.4591, -2.7411], [-4.4039, -3.3399, -1.1516], [-4.4945, -2.1389, -2.0371], [-4.2555, -0.9991, -1.2284], [-5.5020, -3.3877, -0.2409], [-3.4716, -3.2486, -0.5942], [-4.2981, -4.2617, -1.7236], [-5.4957, -2.1714, -2.4667], [-3.7865, -2.2000, -2.8636], [-5.0328, -0.4398, -1.1603], [-5.4213, -2.6992, 0.4232], [5.2554, -2.5051, 0.2265], [3.8761, -3.1583, 0.4089], [3.9121, -4.0374, 1.5122], [6.3127, -3.3648, -0.0997], [5.4404, -2.0808, 1.2133], [5.1809, -1.6502, -0.4457], [3.3727, -3.5684, -0.4666], [3.1627, -2.4221, 0.7791], [3.9534, -4.9249, 1.1485], [6.3446, -3.9100, 0.6898], [0.6744, 3.1996, -3.7710], [1.7212, 3.4218, -4.8862], [2.9456, 3.8986, -4.3322], [0.8266, 1.9194, -3.1754], [-0.2882, 3.3892, -4.2460], [0.8529, 3.9669, -3.0177], [1.2979, 4.1986, -5.5229], [1.8574, 2.4938, -5.4415], [3.1549, 4.7339, -4.7565], [1.6641, 1.8168, -2.7177], [-1.0956, 0.2122, -0.8090], [-0.1236, 0.6123, 0.3181], [0.9562, -0.2783, 0.4404], [-1.6148, -1.0709, -0.5277], [-0.5314, 0.2295, -1.7415], [-1.8879, 0.9346, -1.0053], [-0.5543, 0.5844, 1.3190], [0.2773, 1.6091, 0.1344], [0.5519, -1.1473, 0.3862], [-2.5195, -1.0543, -0.8483], [0.3456, -4.3216, 0.1006], [-0.5656, -5.3491, 0.7434], [-1.7415, -5.6243, -0.0441], [0.2024, -2.9850, 0.5039], [0.3236, -4.3989, -0.9864], [1.3793, -4.5292, 0.3773], [-0.8631, -4.9559, 1.7155], [-0.0982, -6.3143, 0.9384], [-2.2729, -6.2939, 0.3928], [-0.6263, -2.7072, 0.1068], [-1.5221, 0.7491, 4.2220], [-2.1675, 2.0329, 4.7832], [-3.3361, 1.8274, 5.5517], [-0.8546, 0.0139, 5.2368], [-0.7377, 0.8882, 3.4781], [-2.2713, 0.1070, 3.7588], [-2.3378, 2.6237, 3.8831], [-1.4335, 2.5693, 5.3844], [-4.0493, 2.3107, 5.1282], [-0.5238, -0.7506, 4.7595]], "forces_ev_per_angstrom": [[0.17, -0.26, -0.84], [-0.74, -0.52, 0.57], [0.51, 0.74, 0.03], [-0.75, -0.20, 0.32], [0.56, 0.21, -0.29], [0.27, -0.18, 0.23], [-0.45, 0.03, 0.68], [0.71, -0.52, -0.17], [-0.09, 0.13, 0.12], [0.23, 0.05, 0.06], [-0.37, -0.06, -0.47], [-0.02, 0.50, -0.19], [1.90, 1.02, 0.15], [-1.05, -0.06, -0.07], [0.03, 0.01, 0.00], [-0.40, -0.11, -0.19], [0.03, 0.14, 0.12], [-0.51, -0.88, 0.05], [0.42, 0.89, 0.25], [0.16, -1.46, 0.33], [-0.20, 0.24, -0.01], [-0.33, -0.14, -0.34], [0.17, -0.09, -0.04], [-0.19, 0.45, -0.02], [0.24, -0.67, 0.20], [0.05, -0.24, -0.28], [-0.03, 0.57, 0.42], [-0.30, 0.02, -0.36], [-0.37, 0.17, -0.28], [0.32, 0.01, 0.26], [0.28, 0.36, 0.02], [-0.41, -0.14, -0.07], [0.18, 0.09, 0.13], [-0.23, 0.09, 0.01], [0.32, -0.47, -0.25], [-0.10, 0.03, 0.15], [0.57, -0.39, 0.49], [0.50, 0.44, -1.05], [-0.58, 0.01, 0.75], [0.06, 0.43, 0.11], [0.05, -0.30, 0.21], [-0.35, -0.08, -0.36], [-0.71, 0.93, -0.24], [0.70, -0.19, 0.76], [-0.18, 0.21, -0.40], [0.23, -0.34, 0.71], [-0.13, -0.87, -0.90], [0.02, 0.07, -0.21], [0.27, 1.37, 1.57], [-0.21, -0.89, -0.83], [0.07, -0.14, 0.08], [0.00, 0.29, -0.14], [-0.14, -0.39, -0.13], [-0.20, -0.14, -0.42], [0.33, 0.09, 0.97], [-0.61, -0.76, -0.39], [-0.04, 0.56, -0.14], [0.00, -0.84, -1.10], [0.25, -0.12, 0.19], [-0.52, -0.08, 0.05], [-0.12, 0.50, -0.06], [0.25, 0.23, 0.07], [0.04, -0.05, -0.09], [0.38, 0.29, 0.32], [-1.35, 0.77, 0.59], [-0.43, 1.23, 0.18], [0.23, -1.36, 0.04], [-0.22, -0.31, -0.17], [0.13, 0.28, 0.15], [0.19, -0.25, -0.37], [0.54, -0.39, -0.28], [0.27, 0.74, -0.42], [0.11, -0.23, 0.27], [0.47, -0.45, -0.04], [1.90, 0.26, -0.42], [-0.74, 0.64, 0.77], [0.15, -0.20, -0.06], [-1.46, -0.05, -0.28], [-0.37, -0.81, 0.46], [-0.18, 0.20, 0.00], [0.06, -0.09, -0.39], [0.12, 0.01, -0.07], [0.10, -0.07, 0.03], [0.60, 0.18, -0.13], [1.07, 0.50, 0.28], [-0.69, 0.44, 0.15], [0.28, -0.18, -0.99], [0.28, -0.12, 0.06], [0.26, -0.35, -0.15], [-0.17, 0.15, 0.61], [-0.90, 0.51, -0.15], [-0.05, 0.08, -0.06], [0.48, -0.76, 0.13], [-0.60, -0.19, 0.06], [1.45, -0.88, -0.33], [-0.94, -0.28, 0.32], [0.41, 0.71, -0.26], [-0.88, -0.07, 0.22], [-0.25, -0.08, -0.17], [0.00, -0.46, 0.09], [-0.03, 0.09, 0.17], [0.62, 0.14, -0.16], [0.04, 0.02, 0.13], [-0.51, 0.74, -0.03], [0.17, -0.34, 1.05], [1.13, -0.46, -1.09], [-0.13, -0.22, -0.20], [-0.54, 0.46, 0.51], [-0.29, 1.03, -0.48], [-0.45, 0.16, -0.11], [-0.35, 0.37, 0.06], [0.11, -0.07, 0.10], [-0.02, -0.05, 0.08], [0.45, -0.55, 0.26]], "e_lumo_ev": 0.17, "gap_ev": 9.5, "de_lowest_ev": 0.3670}

***

{"formula": "C16H44N2O7S5", "method": "ωB97M-V/def2-TZVPD", "symbols": ["C", "S", "O", "C", "H", "H", "H", "H", "H", "H", "C", "S", "O", "C", "H", "H", "H", "H", "H", "H", "C", "S", "O", "C", "H", "H", "H", "H", "H", "H", "C", "S", "O", "C", "H", "H", "H", "H", "H", "H", "C", "S", "O", "C", "H", "H", "H", "H", "H", "H", "C", "O", "N", "C", "C", "H", "H", "H", "H", "H", "H", "H", "C", "O", "N", "C", "C", "H", "H", "H", "H", "H", "H", "H"], "positions_angstrom": [[1.4787, -1.7063, -2.2159], [2.8317, -0.6876, -3.0635], [2.7636, 0.7069, -2.5436], [4.1278, -1.5941, -2.0918], [1.5351, -2.7947, -2.2326], [0.5231, -1.2899, -2.5346], [1.5598, -1.5968, -1.1344], [5.0503, -1.1946, -2.5130], [4.1714, -2.6758, -2.2187], [3.9592, -1.4124, -1.0304], [0.6687, -3.2663, 2.8407], [2.4251, -3.2161, 2.3693], [2.3722, -2.9042, 0.9357], [2.6575, -1.6636, 3.3905], [0.1017, -2.4059, 2.4852], [0.4837, -3.2749, 3.9149], [0.3073, -4.1661, 2.3430], [1.8748, -0.9056, 3.4218], [3.6071, -1.2320, 3.0741], [2.8777, -2.0062, 4.4015], [-5.0770, -2.1050, 4.8546], [-3.5348, -1.4806, 4.1496], [-3.8551, -1.2829, 2.6215], [-3.7941, 0.1258, 4.8337], [-5.0307, -2.0242, 5.9406], [-5.1357, -3.1596, 4.5855], [-6.0023, -1.6085, 4.5624], [-4.8436, 0.3519, 5.0224], [-3.3818, 0.9499, 4.2515], [-3.1489, 0.2983, 5.6951], [-4.0839, -1.9954, -3.7154], [-4.2369, -0.1693, -3.6658], [-2.8646, 0.2547, -4.1556], [-4.3399, 0.1710, -1.8537], [-4.7993, -2.4354, -4.4102], [-4.0683, -2.4172, -2.7105], [-3.0864, -2.2313, -4.0859], [-4.5668, 1.2365, -1.8164], [-3.4206, 0.0954, -1.2731], [-5.1061, -0.4007, -1.3300], [3.8504, 2.6759, -0.1076], [4.7288, 1.0744, 0.1312], [5.6804, 1.1857, 1.3262], [5.9402, 1.2985, -1.2506], [4.5618, 3.5013, -0.1370], [3.2685, 2.8160, 0.8034], [3.2253, 2.7581, -0.9967], [5.4774, 1.3997, -2.2322], [6.5609, 0.4053, -1.1798], [6.6842, 2.0743, -1.0699], [-0.9562, 1.0237, 2.1262], [-0.3818, 1.8094, 2.8747], [-0.2944, 0.4939, 1.1122], [-0.7810, -0.5374, 0.3515], [1.1315, 0.7663, 0.8764], [-2.0178, 0.7475, 2.2209], [-0.9620, -0.1172, -0.6378], [-1.7507, -0.9393, 0.6454], [-0.2267, -1.4711, 0.4462], [1.3844, 0.6794, -0.1803], [1.3206, 1.7882, 1.2053], [1.7835, 0.0958, 1.4361], [-0.6381, 4.1968, -3.4602], [-0.8942, 5.2521, -2.9689], [-0.8101, 2.9499, -2.8571], [-0.2056, 1.7616, -3.4045], [-1.5020, 2.7620, -1.5542], [-0.2384, 4.0894, -4.4805], [-0.8243, 1.2914, -4.1688], [0.0869, 1.0359, -2.6456], [0.6904, 2.0495, -3.9545], [-0.8710, 2.2389, -0.8357], [-1.5673, 3.7225, -1.0431], [-2.4536, 2.2344, -1.4894]], "forces_ev_per_angstrom": [[0.14, 0.92, 0.46], [-0.51, -2.27, 1.13], [0.08, -0.31, 0.28], [0.07, 0.49, -0.63], [0.21, 0.01, -1.16], [-0.01, -0.32, -0.15], [0.23, 0.78, 0.10], [0.20, 0.09, 0.58], [-0.52, 0.03, -0.45], [0.20, 0.33, -0.13], [-0.26, -0.62, -0.03], [-1.29, 1.63, 1.91], [0.31, 0.34, -1.09], [1.30, -0.61, -0.16], [0.44, 0.13, -0.42], [0.35, -0.44, 0.06], [-0.34, 0.00, 0.26], [-0.18, -0.34, -0.39], [-0.07, 0.23, -0.27], [-0.28, -0.20, 0.12], [0.07, -0.99, 0.51], [-1.97, 0.89, -3.37], [0.97, -0.67, 2.68], [0.81, 1.80, 0.74], [0.26, -0.11, 0.10], [-0.07, 0.01, 0.03], [0.43, 0.33, -0.56], [0.17, -0.17, 0.09], [-0.12, -0.44, -0.94], [-0.42, -0.58, 0.69], [0.39, -0.08, 0.45], [1.54, -0.44, -0.07], [-1.23, 0.14, 0.58], [0.19, 0.35, -0.09], [-0.20, 0.05, 0.40], [-0.66, -0.09, -0.04], [0.04, 0.51, -0.25], [-0.37, -0.02, -0.05], [0.34, -0.53, -0.51], [-0.18, -0.01, -0.37], [0.41, 0.29, 0.67], [2.06, 1.32, -0.02], [-1.62, -0.01, -0.98], [-0.02, -0.68, 0.17], [0.31, -0.20, 0.04], [-0.16, -0.07, -0.11], [0.01, -0.64, 0.04], [-0.09, -0.07, 0.13], [-0.28, -0.33, -0.27], [-0.63, 0.52, 0.39], [0.98, 1.41, 1.17], [-0.90, -0.01, 0.49], [1.83, 0.14, 0.39], [-2.30, -2.05, -1.57], [-0.37, 0.86, 0.49], [0.08, -0.19, -0.14], [0.47, -0.91, -0.72], [-0.48, 0.68, 0.57], [0.83, 0.24, -0.73], [-0.26, -0.06, -0.08], [0.08, -0.13, -0.01], [-0.10, -0.12, 0.03], [0.04, -2.51, 0.43], [-0.53, 1.23, 0.55], [-0.98, 0.27, 1.17], [0.36, 0.10, -1.60], [1.26, 1.11, 0.42], [0.22, -0.06, -0.01], [-0.34, -0.27, 0.38], [-0.12, 0.28, 0.09], [0.31, -0.03, 0.27], [0.49, -0.42, -0.31], [-0.49, 0.25, -0.43], [-0.12, 0.21, -0.92]], "e_lumo_ev": 0.22, "gap_ev": 8.8, "de_lowest_ev": 2.1831}

***

{"formula": "C5H7N3", "method": "ωB97M-V/def2-TZVPD", "symbols": ["C", "N", "C", "N", "C", "H", "H", "H", "H", "C", "C", "N", "H", "H", "H"], "positions_angstrom": [[0.7981, 0.6726, 0.1877], [1.9339, 0.9275, 0.7413], [2.8285, 0.0401, 0.0533], [2.1580, -0.8080, -0.8329], [0.9313, -0.4620, -0.7776], [-0.1250, 1.0317, 0.4638], [3.7402, 0.3282, -0.4488], [3.1401, -0.6304, 0.8865], [0.3445, -0.7504, -1.6251], [-2.3850, -0.7801, 0.8648], [-2.5344, 0.1513, -0.0284], [-2.6787, 1.0817, -0.8201], [-1.9505, -1.7200, 0.5468], [-2.5122, -0.5289, 1.9086], [-3.6888, 1.4468, -1.1198]], "forces_ev_per_angstrom": [[1.60, -1.88, -0.42], [-0.67, 0.82, -1.33], [1.04, -1.87, 2.34], [-0.53, -0.54, -0.96], [0.85, 1.47, -0.73], [-1.71, 1.26, 0.80], [0.21, 1.07, 0.24], [0.45, 0.21, -0.27], [-1.19, -0.48, 0.32], [0.68, -0.41, 0.06], [-1.43, 1.53, -1.11], [-1.87, 0.70, 0.12], [-0.36, -0.13, 0.20], [0.16, -0.08, -0.02], [2.77, -1.67, 0.76]], "e_lumo_ev": 0.68, "gap_ev": 10.1, "de_lowest_ev": 3.8650, "smiles": "C1=NCN=C1.C=C=N"}

***

{"formula": "C5H10N2O", "method": "ωB97M-V/def2-TZVPD", "symbols": ["C", "C", "C", "C", "C", "H", "H", "H", "H", "H", "H", "H", "H", "H", "H", "N", "N", "O"], "positions_angstrom": [[-0.5225, 1.9069, 0.1753], [-1.5079, 0.7354, 0.4655], [0.3129, -1.6300, -0.5675], [1.5900, -0.9772, -0.9261], [0.6640, 0.7782, -0.1036], [-0.8972, 2.3512, -0.8686], [-0.1451, 2.4703, 1.0539], [-2.2976, 1.0317, 1.2430], [-2.0660, 0.5784, -0.5678], [-1.5077, -0.9819, 1.7456], [0.5080, -2.7954, -0.4423], [2.2728, -1.0967, 0.0966], [2.5282, -1.3693, -1.9490], [0.9418, 0.4051, 1.0533], [-0.0145, 0.0899, -0.7492], [-0.9283, -0.5251, 1.0950], [-0.5719, -1.6321, 0.3070], [1.6409, 0.6607, -1.0613]], "forces_ev_per_angstrom": [[2.09, -2.28, -1.99], [-2.70, 0.43, 0.83], [2.51, -5.25, -0.50], [7.14, 2.49, -0.78], [-3.23, 0.43, 0.47], [1.15, -0.14, 2.81], [-1.00, 0.42, -0.93], [0.87, -0.23, -1.20], [1.07, -0.35, 2.20], [-1.44, 0.27, 0.76], [0.39, 1.68, -2.19], [-1.62, -0.01, -2.71], [-3.66, 0.89, 3.07], [-0.39, 0.84, -3.39], [-0.11, 1.62, 2.41], [-0.48, 0.31, -1.79], [-2.16, 1.76, 2.82], [1.56, -2.88, 0.13]], "e_lumo_ev": 0.72, "gap_ev": 9.5, "de_lowest_ev": 10.2436}

***

{"formula": "C5H4S", "method": "ωB97M-V/def2-TZVPD", "symbols": ["C", "C", "C", "C", "C", "S", "H", "H", "H", "H"], "positions_angstrom": [[-0.8041, 1.9037, 0.3088], [1.0282, 0.3344, -0.7878], [-0.0052, 0.8615, -0.0559], [-1.0538, 0.6305, 0.9515], [0.0044, -1.8762, 0.4525], [1.0473, -1.3639, -0.7543], [-1.0984, 2.7971, -0.0212], [1.6320, 0.6476, -1.5786], [-0.1222, -2.9258, 0.7294], [-0.6282, -1.0089, 0.7555]], "forces_ev_per_angstrom": [[0.79, -5.96, 1.20], [-1.07, -2.48, 0.71], [-0.61, 2.01, 0.88], [0.63, 3.21, -1.48], [0.85, 0.83, -1.99], [-0.54, -1.31, 1.91], [-1.10, 3.54, -0.61], [0.56, 1.21, -0.95], [0.26, 0.43, -0.42], [0.22, -1.48, 0.76]], "e_lumo_ev": -0.79, "gap_ev": 7.5, "de_lowest_ev": 5.1465}

***

{"formula": "C4H7NOS", "method": "ωB97M-V/def2-TZVPD", "symbols": ["C", "S", "O", "C", "C", "N", "C", "H", "H", "H", "H", "H", "H", "H"], "positions_angstrom": [[-2.1888, -1.6901, -0.3273], [-2.1365, -0.0429, 0.1355], [-3.4751, 0.4975, 0.0066], [-0.8974, 1.0152, -0.5428], [0.5029, 0.8533, -0.2742], [1.2027, -0.0857, 0.1663], [2.5921, 0.0551, 0.4294], [-3.1883, -2.0619, 0.0925], [-1.4160, -2.3733, -0.0847], [-1.1891, 1.9765, -0.7396], [1.0134, 1.7446, -0.5255], [3.3440, 0.5083, -0.2898], [2.7295, 0.5645, 1.3749], [3.1067, -0.9612, 0.5787]], "forces_ev_per_angstrom": [[-1.79, 0.44, 1.44], [1.20, -0.14, -1.71], [-0.58, 0.79, 0.21], [0.07, -4.12, 1.65], [-0.17, 0.99, -0.61], [-0.59, -2.17, 0.44], [2.65, -1.42, -0.03], [1.28, 0.65, -0.83], [1.15, -0.19, -0.08], [-1.25, 2.11, -0.34], [0.67, 1.49, -0.50], [-1.52, 0.20, 0.13], [0.02, 0.24, 0.31], [-1.16, 1.14, -0.06]], "e_lumo_ev": [-1.66, -1.22], "gap_ev": [6.8, 7.4], "de_lowest_ev": 5.8840, "smiles": "C=S(=O)=C/C=N/C"}